C28H45BBr36Cl2FI2NO3P3 | ωB97M-V/def2-TZVPD

```
! wB97M-V def2-TZVPD RIJCOSX def2/J DEFGRID3
* xyz 1 1
I -3.8853 0.8826 3.7852
I -0.9610 0.6809 3.1211
Br -0.8179 -4.2679 3.1671
Br 8.9017 1.6750 -2.8349
Br 3.2092 -9.2444 -9.3528
Br 5.7209 4.8414 -5.4398
Br -8.1771 -2.4067 -1.2234
Br 4.2757 -7.6364 -1.9011
Br -0.8929 7.0833 6.5733
Br -5.1204 -3.4849 14.4894
Br 1.9609 -7.0515 -5.7179
Br 1.8193 -3.8536 -3.1834
Br -6.5123 -3.0111 -3.9012
Br -2.5416 -1.7489 4.1639
Br 2.9599 -10.0941 -3.4780
Br 5.8348 0.9531 -2.2690
Br -8.9671 -4.8964 -3.0772
Br -4.7578 -0.2045 7.4608
Br 10.1936 -2.6079 -1.1883
Br 1.8623 7.1689 4.9370
Br -7.1075 -5.6936 13.2908
Br 0.6716 -11.1946 -9.5176
Br 7.2270 3.3651 -0.6813
Br -3.9385 -6.0604 12.9941
Br -0.6640 -5.7630 -4.4287
Br 8.0567 6.4920 -3.9952
Br 3.5759 -1.1733 -3.1051
Br 7.3131 -3.0607 -2.5153
Br 2.5200 -11.1837 -6.8990
Br -3.2144 -4.6915 5.2580
Br 6.0082 -9.2908 -4.0321
Br 3.5283 -3.1326 -0.5681
Br -6.5625 -2.8478 7.3083
Br 7.5972 -1.2750 0.1288
Br -0.8827 6.5210 3.4196
Br 5.0153 6.8591 -3.0507
Br -0.9032 -7.5977 -7.0486
Br -4.8994 -2.1914 9.9673
Cl 3.6816 2.5853 0.1224
Cl -4.9417 2.4779 -3.0739
P -0.6964 5.7580 -1.3531
P 0.9813 4.4651 0.8438
P 2.1622 2.6745 -1.3411
F -1.6943 3.0053 1.1690
O -1.5726 6.3074 -2.4834
O 2.6966 3.8592 -2.4004
O 1.1138 -0.4853 -0.3447
N -1.5204 1.8914 0.3150
C 0.0651 -7.2661 -5.4063
C -0.0656 1.8469 0.0186
C -0.4030 3.8959 -1.5969
C -8.2392 -3.1064 -3.0292
C -5.3877 -0.0622 -2.0621
C -4.3373 -0.4822 1.1429
C -2.0030 0.7570 1.1882
C 2.3558 5.6607 0.4684
C -1.7733 3.2134 -1.9163
C -4.6362 1.2803 -1.7182
C 0.5239 3.2307 -0.4965
C 6.3307 5.6414 -3.7873
C -0.0479 7.4803 4.8802
C 1.8070 -10.1365 -8.3623
C 0.0680 0.4211 -2.5125
C 7.4830 1.6375 -1.5215
C -3.0683 1.0497 -1.6482
C -3.5568 0.8301 1.6047
C 2.0234 2.8434 3.0525
C -2.3971 2.2318 -0.8653
C -5.4029 -4.7997 13.0969
C 0.9181 3.8717 2.6012
C 1.8526 7.1268 0.8674
C 4.5844 -9.3621 -2.7246
C 8.2948 -2.7798 -0.8704
C -4.9648 -2.0410 8.0404
C 3.4167 -3.0042 -2.4960
C -1.8279 -3.4962 4.6288
B 0.3899 0.5875 -0.9574
H -5.3203 -0.1733 0.7356
H 8.1514 -3.6617 -0.2577
H -4.1202 -2.5960 7.6480
H 0.0566 1.4195 -3.0074
H -1.6857 2.7436 -2.9189
H -4.8741 -0.9329 -1.6004
H 1.9756 7.7847 -0.0282
H -6.3934 -0.0212 -1.5888
H 0.5553 1.6786 0.9331
H -2.9338 0.0301 -1.2392
H 2.4692 7.5787 1.6652
H 0.5992 6.3408 -1.5662
H 2.1296 4.6427 -2.4303
H -8.9143 -2.4726 -3.5918
H -3.7494 -1.0968 0.4339
H -5.0419 1.7147 -0.7847
H 0.4865 -1.0498 0.1242
H -2.4994 4.0466 -2.0919
H 0.9397 -0.1151 -2.9596
H -3.2499 2.7989 -0.4288
H 4.2651 -3.5463 -2.8978
H -4.1178 1.7031 1.2358
H 2.6890 5.7390 -0.5798
H -5.4293 -4.2663 12.1536
H -0.1934 8.5372 4.6911
H 1.1850 -9.3636 -7.9264
H -5.5297 -0.2081 -3.1464
H -1.8377 -0.2466 0.7554
H 1.0887 4.7857 3.2525
H 2.1241 1.9469 2.4118
H 6.4531 4.8373 -3.0713
H 0.1880 3.8727 -2.5497
H -1.1974 6.0630 -0.0633
H -0.0579 3.4722 2.9468
H 3.0000 3.3710 3.1480
H 3.2232 5.4673 1.1413
H 1.7836 2.4891 4.0838
H 7.7884 0.9462 -0.7408
H 4.9048 -10.0368 -1.9401
H 0.7675 7.1348 1.0878
H -0.8241 -0.1946 -2.7462
H -4.5506 -1.1197 2.0232
H -1.1365 -3.3505 5.4514
H -2.7654 0.9828 -2.7151
H -0.0599 -8.1420 -4.7801
*
```

Properties
- orbital gap (eV) = 6.04
- maximum force (eV/Å) = 4.19
- E (eV) = -2631419.19636
- E_LUMO (eV) = -3.84
- highest occupied orbital energy (hartree) = -0.363

Atom charges from the Mulliken analysis, given in e for atoms 1 to 6: atom 1 (I): 0.063, atom 2 (I): 0.192, atom 3 (Br): -0.083, atom 4 (Br): -0.018, atom 5 (Br): -0.010, atom 6 (Br): -0.016

---

C28H45BN3O10PPbSSiTe | ωB97M-V/def2-TZVPD

```
! wB97M-V def2-TZVPD RIJCOSX def2/J DEFGRID3
* xyz -2 1
Pb 0.1138 -0.2031 0.4030
Te -1.6396 -5.3873 -0.1931
S 0.8051 3.4175 1.1746
P 0.4280 -4.2618 -0.0703
Si 1.4517 -0.2468 3.8203
O -3.1144 -0.9999 0.4163
O 1.1809 -4.5717 1.3331
O 0.9314 3.9627 -0.1540
O 0.5785 -2.7973 -0.3018
O -2.4519 2.0948 2.2352
O 2.0268 2.9841 1.8062
O 1.3699 -5.0489 -1.1447
O -1.1253 2.3183 -2.3459
O -2.4042 -1.2130 2.5743
O 1.2880 -0.4968 2.2563
N -0.3575 2.2997 1.2821
N -0.8071 -0.9954 -2.7782
N -0.2513 1.4355 -4.2614
C -5.1708 -2.2279 0.4892
C -1.3165 -2.2186 -2.6641
C 0.7625 0.6077 -3.6159
C 3.7646 -5.0350 -0.6693
C 2.6296 -4.4639 -1.5014
C 3.2136 0.2607 4.2798
C -4.3171 -1.1807 1.1831
C 1.1863 -5.8686 1.9241
C -2.0846 4.8311 3.3694
C 0.2912 -0.8258 -3.5135
C -1.6912 6.0989 3.7827
C -0.7762 -3.3235 -3.3172
C 2.0077 -5.7920 3.1923
C -0.4549 6.6218 3.3981
C -0.0011 4.6283 2.2000
C -1.2182 4.1084 2.5716
C -3.7847 -1.6127 2.5953
C 0.4098 5.8873 2.5953
C 1.1216 -1.8126 4.8242
C -5.0426 0.1620 1.1902
C 0.3662 -3.1439 -4.0712
C 0.9230 -1.8725 -4.1664
C 0.3209 1.0883 4.5120
C -1.2084 2.1086 -3.5302
C -2.3747 2.6068 -4.3641
C -4.4580 -0.9055 3.7594
C -3.8020 -3.1200 2.8206
C -1.4249 2.7208 2.0106
B -2.0274 -0.8958 1.2820
H 2.5804 -3.3800 -1.3941
H 0.5877 2.0420 4.0477
H -5.2891 0.4228 0.1577
H 3.0254 -5.4588 2.9762
H -0.1648 7.6112 3.7325
H 2.0516 -6.7755 3.6677
H 3.4620 1.2216 3.8143
H 0.0566 -2.0733 4.8159
H -2.1624 -2.3253 -1.9916
H 3.6154 -4.7861 0.3820
H -2.3463 6.6898 4.4124
H -3.0363 4.3995 3.6537
H 1.4523 -1.7204 5.8656
H 1.8307 -1.6969 -4.7321
H -4.3922 0.9432 1.5837
H -5.9685 0.1178 1.7703
H -3.2602 -3.3324 3.7450
H -4.2995 0.1721 3.7034
H -2.9815 3.2641 -3.7477
H -0.7211 0.8650 4.2470
H -6.0644 -2.4543 1.0796
H 1.5615 -5.0813 3.8888
H -4.0198 -1.2672 4.6921
H 3.8083 -6.1224 -0.7706
H 1.3720 6.2828 2.2917
H 2.7786 -4.6933 -2.5580
H 1.6143 -6.5939 1.2244
H 1.6857 0.6701 -4.1924
H 0.8296 -3.9861 -4.5729
H -4.6095 -3.1482 0.3240
H -2.0239 3.1436 -5.2478
H -2.9844 1.7583 -4.6864
H 3.3341 0.3582 5.3654
H 0.1653 -6.1853 2.1355
H -5.5318 -1.1160 3.7749
H -0.5479 1.1197 -5.1708
H -1.2096 -4.3036 -3.1711
H 0.9326 1.0098 -2.6170
H 0.3868 1.1987 5.6008
H 1.6662 -2.6427 4.3605
H 3.9335 -0.4842 3.9197
H -3.2890 -3.6443 2.0137
H -4.8235 -3.5026 2.9139
H 4.7193 -4.6113 -0.9938
H -5.4859 -1.8405 -0.4824
*
```

Properties
- orbital gap (eV) = 5.57
- maximum force (eV/Å) = 0.60
- E (eV) = -95940.83215
- E_LUMO (eV) = 4.01
- highest occupied orbital energy (hartree) = -0.057

Atom charges from the Mulliken analysis, given in e for atoms 1 to 6: atom 1 (Pb): 1.580, atom 2 (Te): -0.628, atom 3 (S): 0.872, atom 4 (P): -0.521, atom 5 (Si): 0.700, atom 6 (O): -0.197

---

C28H45ILu | ωB97M-V/def2-TZVPD

```
! wB97M-V def2-TZVPD RIJCOSX def2/J DEFGRID3
* xyz 1 1
Lu 0.6740 0.6311 -0.0066
I -0.4343 2.8866 1.5597
C 1.6639 -0.0803 -2.1905
C 3.5310 -2.8514 -1.9446
C 1.0770 -3.0107 -1.5680
C 0.8647 1.2315 2.2444
C 2.4940 3.2416 -3.6749
C -1.6631 -0.7761 -0.0464
C 1.4313 2.3310 -3.0505
C 2.3677 -2.3553 -1.0736
C -2.7619 0.0894 -0.0056
C 3.7952 2.5334 -0.3925
C -3.3095 0.3488 1.2536
C 2.6245 -2.7706 0.3772
C -3.4629 2.2134 -1.1494
C 2.3193 -0.8402 -1.1954
C 0.3512 3.1572 -2.3455
C 3.0540 0.0813 -0.4241
C -1.1456 -1.3507 1.1233
C 3.1106 3.8918 -0.2254
C -3.3996 0.6877 -1.2415
C -1.1581 -1.6984 3.6225
C 2.9036 1.4022 -0.9451
C -2.7959 -0.2171 2.4028
C -2.7283 0.2562 -2.5343
C 5.0213 2.6699 -1.3181
C -1.6981 -1.0776 2.3709
C 4.3544 2.1528 0.9883
C 0.7584 1.6193 -4.2365
C 2.0169 1.2966 -2.0752
H -3.9894 2.6214 -2.0103
H 5.0469 1.3140 0.9355
H 2.9600 3.9151 -2.9663
H -1.2678 -1.1019 -1.0100
H 3.5772 -2.3908 0.7441
H -0.4682 2.4996 -2.0066
H 1.4673 1.0047 -4.7907
H -3.2153 0.7217 -3.3887
H -1.6796 0.5730 -2.5575
H 5.7186 3.3937 -0.8936
H -0.5664 -0.9806 4.1932
H 0.7216 3.7071 -1.4834
H -4.1768 0.9900 1.3320
H -4.4311 0.3149 -1.2589
H 2.6510 -3.8571 0.4606
H 0.2148 -2.7280 -0.9596
H -0.5188 -2.5502 3.3974
H 1.8434 -2.4075 1.0551
H 3.8349 4.6044 0.1681
H 4.9104 2.9982 1.3917
H -2.7549 -0.8221 -2.6835
H 2.0278 3.8555 -4.4462
H 3.6170 -3.9360 -1.8822
H -0.1049 3.8684 -3.0341
H -2.4595 2.6491 -1.1338
H -1.9655 -2.0382 4.2701
H 1.1607 -4.0965 -1.5128
H 5.5408 1.7156 -1.4071
H 0.3613 2.3694 -4.9200
H 0.8586 -2.7544 -2.6049
H 2.2877 3.8408 0.4899
H 1.7034 1.7613 2.6950
H -3.9781 2.5505 -0.2534
H 3.3788 -2.5829 -2.9895
H 3.2759 2.6490 -4.1478
H 3.5661 1.9011 1.6990
H 4.7622 3.0005 -2.3165
H 0.2741 0.7751 3.0385
H 1.0522 -0.4921 -2.9803
H 3.6949 -0.1796 0.4025
H 2.7271 4.3064 -1.1527
H 4.4746 -2.4174 -1.6160
H -3.2665 -0.0001 3.3533
H -0.0759 0.9880 -3.9325
H -0.3351 -2.0727 1.0479
*
```

Properties
- orbital gap (eV) = 8.59
- maximum force (eV/Å) = 0.83
- E (eV) = -71483.50193
- E_LUMO (eV) = -2.99
- highest occupied orbital energy (hartree) = -0.426

Atom charges from the Mulliken analysis, given in e for atoms 1 to 6: atom 1 (Lu): 2.157, atom 2 (I): -0.057, atom 3 (C): -0.012, atom 4 (C): -1.865, atom 5 (C): -1.529, atom 6 (C): -1.203

---

C28H46AsCoGeN4OS | ωB97M-V/def2-TZVPD

```
! wB97M-V def2-TZVPD RIJCOSX def2/J DEFGRID3
* xyz 3 4
As 3.7366 0.5176 -0.9707
Ge -0.3845 -2.4829 0.0544
Co 1.6776 0.7477 0.2556
S -0.4540 3.2122 0.4662
O 0.3288 -0.7417 1.3830
N 1.9096 0.5017 2.3305
N 0.2130 -0.4187 3.6690
N 3.6404 1.7151 3.2365
N 0.4793 2.1192 -0.3178
C -3.1528 3.6126 0.6706
C 2.5169 1.0406 3.4070
C 3.6231 0.9676 -2.8578
C 0.2874 6.9907 -0.7012
C -2.7008 -4.2918 0.4584
C 1.9290 0.8728 4.6915
C 1.3925 -4.5919 -0.9954
C -0.8951 4.7185 -1.8132
C -4.4639 -4.6008 -1.3327
C 0.7902 0.1553 4.7701
C -4.8294 2.1725 -0.2836
C -0.2208 7.0205 -1.9910
C -3.8415 1.3170 -0.7498
C -3.5401 -3.6167 -0.6240
C 4.6710 -1.1894 -1.0624
C 0.2188 5.8220 0.0447
C -2.1782 2.7549 0.1813
C 1.4143 -3.2357 -0.2804
C 0.7987 -0.2488 2.4589
C 0.8089 -4.5400 -2.4025
C -0.8100 5.8892 -2.5468
C -0.3728 4.7052 -0.5264
C -0.6802 -4.2166 -2.3950
C -1.7692 -3.3208 1.1907
C 5.1588 1.6954 -0.3497
C -4.4851 3.3119 0.4343
C -2.5039 1.6048 -0.5118
C -1.0475 -1.1567 3.8014
H -4.1378 -2.8212 -0.1674
H -0.8617 -2.2258 3.8954
H 0.7342 7.8736 -0.2651
H 4.7690 2.6577 -0.0184
H -2.3519 -2.4992 1.6076
H -0.8049 -1.2950 -0.8257
H 4.7327 -1.6705 -0.0882
H -2.8885 4.5133 1.2127
H -1.2388 -3.8274 2.0001
H -3.3653 -4.7205 1.2119
H -0.8716 -3.2024 -2.0008
H -1.6639 -0.9664 2.9291
H -1.3773 3.8451 -2.2365
H 1.9708 -2.4948 -0.8606
H -2.1352 -5.1218 0.0289
H -4.1028 0.4292 -1.3110
H 2.3667 1.3214 5.5707
H 4.1324 2.1137 4.0203
H 0.3219 2.1581 -1.3227
H -2.8767 -3.1383 -1.3571
H -1.7263 0.9440 -0.8705
H -1.2358 -4.9424 -1.7969
H -0.1591 7.9318 -2.5705
H 4.5978 0.7845 -3.3077
H 2.8813 0.3496 -3.3608
H -1.5678 -0.8108 4.6896
H 0.6122 5.7817 1.0529
H 1.3526 -3.8112 -3.0103
H 0.8257 -5.3154 -0.4029
H -3.9019 -5.4389 -1.7475
H 4.0322 1.8279 2.3163
H 0.2760 0.0032 5.7091
H -1.0998 -4.2247 -3.4000
H 3.3626 2.0162 -2.9913
H -5.2001 -5.0063 -0.6384
H 5.8482 1.8760 -1.1731
H 4.1640 -1.8525 -1.7612
H 1.8957 -3.3443 0.6943
H -1.2181 5.9203 -3.5479
H 0.9555 -5.5138 -2.8704
H -5.8704 1.9569 -0.4827
H 5.7154 1.2206 0.4587
H -5.2535 3.9759 0.8059
H 5.6788 -0.9990 -1.4284
H -5.0032 -4.1162 -2.1449
H 2.4212 -4.9547 -1.0361
*
```

Properties
- orbital gap (alpha / beta) (eV) = 8.26 / 7.38
- maximum force (eV/Å) = 1.15
- E (eV) = -203583.34380
- E_LUMO (alpha / beta) (eV) = -8.06 / -8.94
- energy above the lowest of the compared OMol25 structures with the same formula, charge and spin (kcal per mole) = 18.9
- highest occupied orbital energy (alpha / beta) (hartree) = -0.600 / -0.600

Atom charges from the Mulliken analysis, given in e for atoms 1 to 6: atom 1 (As): 0.488, atom 2 (Ge): 0.890, atom 3 (Co): -0.053, atom 4 (S): -0.021, atom 5 (O): -0.669, atom 6 (N): 0.120

---

C28H46B2N6O8P | ωB97M-V/def2-TZVPD

```
! wB97M-V def2-TZVPD RIJCOSX def2/J DEFGRID3
* xyz -1 1
P 3.2257 1.0026 1.7169
O 2.2922 2.0952 2.6530
O 5.5796 1.9487 -0.6471
O 2.3403 -3.8291 -0.9649
O 3.1440 0.0443 -0.5429
O 5.1531 3.3505 -2.3140
O 0.4058 5.4288 0.6932
O 1.0595 -1.0134 -0.2935
O -1.2305 4.0368 1.3676
N -0.5448 -2.2278 1.5845
N -4.5123 -0.0280 -4.9810
N -2.0741 -2.6923 -3.0054
N 4.5070 -3.0199 -0.1320
N -4.9868 1.4022 5.1984
N 2.6553 -0.5257 2.3031
C -1.8970 -2.1041 1.6770
C 4.5603 -3.3072 1.2931
C 3.5201 3.2360 -0.5268
C -4.8962 -1.2519 -5.4618
C -3.2053 -0.4583 -6.7127
C -0.8375 -2.7847 -2.4201
C -0.9368 2.2429 -0.2176
C 0.0343 5.1729 3.0527
C -2.3629 -3.8572 -3.6624
C -1.2979 -4.7054 -3.4990
C -2.2590 -2.2996 2.9878
C -3.4830 0.4619 -5.7388
C -0.0299 -2.5132 2.8123
C -1.0675 -2.5573 3.7139
C 4.8315 2.7623 -1.1192
C -0.3009 0.8918 -0.6184
C -0.3312 -4.0226 -2.7051
C 0.8820 0.3128 0.1723
C -4.5935 2.6611 4.8286
C -0.2074 4.9072 1.6000
C 2.3025 0.9891 0.0830
C 2.3245 2.2787 -0.7223
C -3.8003 1.1670 3.3450
C 5.5207 -2.0528 -0.5412
C -3.8549 2.5488 3.6809
C -0.7819 2.6464 1.2330
C -4.1018 -1.5471 -6.5364
C -4.5047 0.4883 4.3007
B 2.4326 -1.1854 -0.9596
B 3.1630 -2.7095 -0.6646
H 1.0299 -2.6501 2.9494
H -1.0825 0.1298 -0.5820
H -4.1516 -2.4461 -7.1269
H 2.2847 2.0095 -1.7817
H -0.0065 0.9642 -1.6686
H -2.0105 2.1991 -0.4243
H -0.4110 -1.9698 -1.8549
H -4.9196 0.4369 -4.1918
H 3.5857 -3.6520 1.6476
H 3.6499 3.5190 0.5166
H 2.1451 -4.2751 -0.1293
H 2.1950 -1.2007 -2.1980
H -3.2618 -2.2564 3.3797
H -1.4310 2.0600 1.8818
H -5.5407 1.1829 6.0037
H 2.0388 -0.9836 1.6381
H 5.6038 -1.2194 0.1703
H 2.0375 1.6652 3.4770
H 4.5455 4.0758 -2.4846
H -2.4892 -1.8795 0.8055
H -2.6737 -1.8903 -2.9670
H -3.2947 -3.9775 -4.1888
H 0.6330 -4.3751 -2.3792
H -0.5664 3.0652 -0.8268
H 2.1768 -0.4186 3.1906
H -0.9039 5.4571 3.5259
H -3.2975 0.7184 2.5047
H 3.2270 4.1481 -1.0552
H -3.3990 3.3621 3.1400
H 1.4535 2.8876 -0.5106
H 0.2470 2.5783 1.5746
H 0.5883 0.2205 1.2267
H -5.6939 -1.8053 -4.9968
H -0.9790 -2.7482 4.7710
H -4.7013 -0.5626 4.4200
H 0.0021 -2.0877 0.7277
H 5.2685 -1.6101 -1.5025
H 6.5032 -2.5329 -0.5857
H -4.8687 3.5230 5.4117
H -3.0357 1.4154 -5.5183
H 0.3804 4.2446 3.5074
H 5.2618 -4.1262 1.5060
H -1.2192 -5.7016 -3.9024
H 0.8040 5.9277 3.1782
H -2.4395 -0.3663 -7.4636
H 4.8799 -2.4388 1.8744
*
```

Properties
- orbital gap (eV) = 6.14
- maximum force (eV/Å) = 1.37
- E (eV) = -65748.03824
- E_LUMO (eV) = 2.18
- energy above the lowest of the compared OMol25 structures with the same formula, charge and spin (kcal per mole) = 0.0
- highest occupied orbital energy (hartree) = -0.146

Atom charges from the Mulliken analysis, given in e for atoms 1 to 6: atom 1 (P): -0.439, atom 2 (O): -0.418, atom 3 (O): -0.521, atom 4 (O): -0.197, atom 5 (O): -0.213, atom 6 (O): -0.509

---

- What is the formula in the second record?
  C28H45BN3O10PPbSSiTe

---

- Which of these has the lowest E?
  C28H45BBr36Cl2FI2NO3P3

---

- Look up the E of the second one.
  -95940.83215 eV

---

- Look up the maximum force of the second one.
  0.60 eV/Å